# 1
A 2-piece molecular cluster, C4H10ClP overall, computed with ωB97M-V/def2-TZVPD.

HOMO energy (spin up / spin down): -8.5 / -8.1 eV
orbital gap (spin up / spin down): 8.594 / 8.344 eV
LUMO (spin up / spin down): 0.06 / 0.27 eV
total energy: -959.81544 a.u.

ORCA input file:
```
! RIJCOSX wB97M-V def2-TZVPD def2/J DEFGRID3
* xyz 0 1
C -0.2306 2.1239 0.2117
C 0.1258 -0.4854 -1.5659
C 1.0051 -0.7999 0.8140
C -0.1205 -0.4552 -0.0896
P -1.8217 -0.6641 0.4684
Cl 2.5143 0.0994 0.4142
H -0.4453 2.3629 -0.8097
H -1.0361 2.2112 0.9158
H 0.7675 2.2465 0.5712
H 0.9834 0.1326 -1.8347
H -0.7532 -0.1308 -2.1029
H 0.3372 -1.5069 -1.8986
H 0.7778 -0.5775 1.8583
H 1.2825 -1.8566 0.7195
H -1.5354 -0.6249 1.8358
H -1.8508 -2.0754 0.4926
*
```

---

# 2
A 2-piece molecular cluster, C4H10F2N overall, computed with ωB97M-V/def2-TZVPD.

HOMO energy: -17.2 eV
orbital gap: 14.010 eV
LUMO: -3.15 eV
total energy: -412.55616 a.u.

ORCA input file:
```
! RIJCOSX wB97M-V def2-TZVPD def2/J DEFGRID3
* xyz 1 1
C 0.1186 -0.8533 1.2932
C 1.4018 0.4021 -0.3804
C -0.7283 1.2326 0.2212
C -0.7409 -0.7903 -0.9888
N 0.0201 -0.0133 0.0392
F -0.1784 -1.9477 -1.0386
F -1.9596 -0.9385 -0.6324
H 0.7466 -0.4034 2.1242
H -0.8431 -1.2207 1.5928
H 0.6939 -1.7584 1.0118
H 1.1555 1.0576 -1.2235
H 1.9470 1.0139 0.2888
H 1.9940 -0.3608 -0.8204
H -1.5327 1.1769 1.0207
H -0.2223 2.1212 0.5696
H -1.1328 1.4979 -0.7523
H -0.7395 -0.2157 -2.3251
*
```

---

# 3
An isolated ion of composition C4H10F2NSSi and charge +1, computed with ωB97M-V/def2-TZVPD.

SMILES: C[N@H+]1C[Si](F)(F)C[C@@H]1S
HOMO energy: -13.8 eV
orbital gap: 10.628 eV
LUMO: -3.22 eV
total energy: -1100.41785 a.u.

ORCA input file:
```
! RIJCOSX wB97M-V def2-TZVPD def2/J DEFGRID3
* xyz 1 1
C 1.0941 1.3479 0.3236
N -0.0433 0.4469 0.2753
C -1.3385 1.0457 -0.0446
Si -2.6187 -0.3528 -0.1606
F -3.0236 -0.9146 1.2619
F -3.9231 0.2509 -0.7741
C -1.1650 -1.5830 -0.5617
C 0.1970 -0.8709 -0.4711
S 1.3842 -1.7991 0.5269
H 1.1830 1.8306 -0.6376
H 0.7971 2.1234 1.1538
H 2.0299 0.7912 0.3976
H -0.0946 0.1271 1.2353
H -1.4515 1.8744 0.5962
H -1.4404 1.5697 -0.9712
H -1.3507 -2.2782 -1.4970
H -1.1365 -2.2884 0.2213
H 0.6200 -0.6091 -1.4631
H 1.3623 -3.0396 -0.2174
*
```

---

# 4
C4H10FN as an isolated structure, computed with ωB97M-V/def2-TZVPD.

HOMO energy: -9.3 eV
orbital gap: 10.312 eV
LUMO: 1.02 eV
total energy: -312.87307 a.u.

ORCA input file:
```
! RIJCOSX wB97M-V def2-TZVPD def2/J DEFGRID3
* xyz 0 1
C -0.0765 1.6422 0.2922
C 0.9997 -0.3641 -0.9869
C -1.1872 -1.4899 0.6932
C 0.8101 0.3549 0.3351
N 0.2574 -0.5209 1.3594
F 1.1729 -1.5546 1.6758
H 0.6626 2.2610 -0.2908
H -1.0574 1.4769 -0.2184
H -0.1163 1.9393 1.3273
H -0.0342 -0.6037 -1.2514
H 1.7013 -1.2098 -0.9858
H 1.2945 0.3808 -1.8023
H -1.7334 -1.7659 1.5377
H -1.9351 -1.0643 0.0966
H -0.9045 -2.4615 0.3698
H 1.7248 0.6467 0.7377
*
```

---

# 5
C4H10FN2O2 as an isolated structure, computed with ωB97M-V/def2-TZVPD.

HOMO energy: -3.7 eV
orbital gap: 7.126 eV
LUMO: 3.40 eV
total energy: -518.08178 a.u.

ORCA input file:
```
! RIJCOSX wB97M-V def2-TZVPD def2/J DEFGRID3
* xyz -1 1
C -0.4749 -0.6556 0.0020
H -1.2912 0.8471 1.0609
F 1.5397 -1.1530 -1.6933
C -0.2642 0.8476 0.2064
C 0.3333 -1.5573 0.9220
H 1.4113 -1.3737 0.8035
H 0.1241 -1.3145 1.9770
H 0.0826 -2.6101 0.7267
N -1.0724 -1.0537 -1.2259
H -0.8815 -0.2936 -1.9234
H -0.7604 -1.9885 -1.4635
N -0.7064 1.6449 -0.9286
O -1.8985 1.6308 -1.2440
O 0.1229 2.2919 -1.5550
C 1.0670 1.2439 0.7839
H 1.1278 0.9091 1.8302
H 1.9010 0.7308 0.2832
H 1.2281 2.3216 0.6568
H -1.5883 -0.4679 0.7811
*
```

---

# 6
C4H10FN2O2 as an isolated structure, computed with ωB97M-V/def2-TZVPD.

HOMO energy: -2.9 eV
orbital gap: 6.810 eV
LUMO: 3.90 eV
total energy: -518.12027 a.u.

ORCA input file:
```
! RIJCOSX wB97M-V def2-TZVPD def2/J DEFGRID3
* xyz -1 1
C -1.2108 -0.0219 0.2127
H 0.5577 -0.2428 -1.4218
F -2.0474 0.7954 1.5390
C 0.1182 0.6892 0.2140
C -2.1917 0.4017 -0.8712
H -3.1963 -0.0108 -0.6920
H -2.1958 1.4966 -0.9528
H -1.8459 0.0121 -1.8394
C -1.3845 -1.4062 0.8005
H -2.4615 -1.6353 0.8339
H -0.8257 -2.1385 0.2052
H -0.9774 -1.4485 1.8183
N 1.1944 0.1421 0.9355
O 2.0940 0.9207 1.3483
O 1.4065 -1.1021 0.9259
N 0.0833 2.0844 0.0948
H 1.0512 2.4534 0.1731
H -0.4848 2.5339 0.8048
H -0.1434 -0.8417 -1.3927
*
```

---

# 7
A 3-piece molecular cluster, C4H10FNO3S overall, computed with ωB97M-V/def2-TZVPD.

HOMO energy: -9.2 eV
orbital gap: 7.890 eV
LUMO: -1.35 eV
total energy: -936.85515 a.u.

ORCA input file:
```
! RIJCOSX wB97M-V def2-TZVPD def2/J DEFGRID3
* xyz 0 1
C -0.1264 1.1759 -0.4792
C 0.6614 -1.0358 -0.2859
C -0.1972 0.2361 1.7150
C -2.9613 -0.6236 -0.0103
N -0.2867 -0.0676 0.2618
O -3.3330 -0.5071 1.1271
O 4.4783 0.6424 -0.6331
O 4.1375 -1.5196 0.3732
F -2.8253 -1.8271 -0.5857
S 3.7223 -0.1391 0.3371
H 0.7807 1.6406 -0.2915
H -0.3105 1.0038 -1.5268
H -0.8254 1.8720 -0.1433
H 0.7465 -1.9778 0.3800
H 0.3161 -1.2143 -1.4645
H 1.7344 -0.6334 -0.3291
H -1.1756 0.1013 2.2574
H 0.5272 -0.4590 2.3119
H 0.1175 1.3055 1.7659
H -2.7240 0.1846 -0.8524
*
```

---

# 8
C4H10LaO2 as an isolated structure, computed with ωB97M-V/def2-TZVPD.

HOMO energy (spin up / spin down): -9.8 / -9.8 eV
orbital gap (spin up / spin down): 5.564 / 5.343 eV
LUMO (spin up / spin down): -4.20 / -4.46 eV
total energy: -339.96758 a.u.

ORCA input file:
```
! RIJCOSX wB97M-V def2-TZVPD def2/J DEFGRID3
* xyz 1 1
O -2.3679 0.5807 0.7218
C -1.2692 0.9665 1.4659
C -1.2857 -0.4814 1.2436
O -0.7801 -1.0332 0.1072
C -1.2632 -2.3177 -0.2461
La -2.7440 1.4195 -1.9005
H -1.4893 1.3508 2.4674
H -0.0620 1.2850 1.1626
H -1.7588 -1.1327 1.9881
H 0.9009 -0.3746 1.9062
H -0.7403 -2.6188 -1.1602
H -1.0452 -3.0186 0.5725
H -2.3446 -2.2856 -0.4481
C 2.0284 0.2453 2.0521
H 2.6542 -0.6446 2.2026
H 2.4730 0.7340 1.1757
H 2.2303 0.8832 2.9214
*
```